Record 1
The following is a quantum chemistry calculation of a 2-piece molecular cluster, C5H10ClNS overall at a distorted geometry, from the OMol25 dataset.

```
! RIJCOSX wB97M-V def2-TZVPD def2/J DEFGRID3
* xyz 0 1
C 0.62 -0.45 -0.24
C -0.50 1.23 1.28
C -0.52 -1.24 1.84
C 0.32 -0.09 1.19
C 0.25 -0.03 -2.56
N 0.16 0.23 -1.23
S 0.35 1.56 -3.44
Cl -1.09 -1.09 -3.07
H 1.23 -1.41 -0.49
H 0.13 2.01 1.03
H -0.69 1.49 2.27
H -1.33 1.21 0.73
H -0.08 -2.28 1.74
H -1.53 -1.14 1.49
H -0.61 -1.00 2.86
H 1.26 -0.01 1.65
H 1.65 -0.90 -2.87
H 0.38 1.92 -2.17
*
```

Calculated values
* relative energy (zero: lowest compared OMol25 entry of this formula, charge and spin): 316.9 kJ/mol
* LUMO energy: 0.262 eV
* energy: -1109.51381 Eh
* Kohn-Sham gap: 0.33971 hartree

---

Record 2
The following is a quantum chemistry calculation of the molecule C6H13N, from the OMol25 dataset.

```
! RIJCOSX wB97M-V def2-TZVPD def2/J DEFGRID3
* xyz 0 1
C 2.93 -0.30 -0.07
C 1.44 -0.61 -0.16
C 0.62 0.59 -0.63
N -0.77 0.17 -0.71
C -1.83 1.12 -0.99
C -1.61 0.58 0.38
C -2.26 -0.48 1.24
H 3.13 0.49 0.65
H 3.32 0.02 -1.04
H 3.50 -1.19 0.24
H 1.26 -1.43 -0.86
H 1.06 -0.94 0.82
H 0.97 0.93 -1.61
H 0.74 1.43 0.07
H -2.60 0.79 -1.69
H -1.55 2.17 -1.11
H -1.19 1.37 1.01
H -3.10 -0.09 1.82
H -2.56 -1.37 0.68
H -1.49 -0.79 1.95
*
```

Calculated values
* relative energy (zero: lowest compared OMol25 entry of this formula, charge and spin): 106.5 kJ/mol
* LUMO energy: 1.230 eV
* energy: -291.11817 Eh
* structure (SMILES): CCCN1C[C@H]1C
* Kohn-Sham gap: 0.38102 hartree

---

Record 3
The following is a quantum chemistry calculation of the molecule C22H21N3O3S at a distorted geometry, from the OMol25 dataset.

```
! RIJCOSX wB97M-V def2-TZVPD def2/J DEFGRID3
* xyz 0 1
C -5.82 -0.19 1.33
C -5.55 0.58 -0.06
C -4.15 0.49 -0.67
O -3.44 0.93 0.29
C -2.15 0.93 0.17
C -1.35 1.81 0.82
C -0.02 1.97 0.77
C 0.77 1.29 -0.19
C 2.28 1.50 -0.35
N 2.77 0.06 -0.71
C 4.13 0.19 -0.73
S 4.83 -1.21 -1.12
C 3.27 -2.52 -0.87
C 2.59 -2.32 0.34
C 3.19 -2.08 1.46
C 2.41 -1.99 2.53
C 1.10 -1.79 2.60
C 0.41 -2.07 1.33
C 1.14 -2.24 0.21
N 4.86 1.36 -0.67
C 4.38 2.58 0.01
O 5.11 3.40 0.35
C 2.91 2.56 0.15
C 2.31 3.74 0.30
N 1.79 4.86 0.82
C -0.04 0.79 -1.10
C -1.46 0.55 -1.17
O -2.05 -0.45 -2.11
C -1.37 -0.71 -3.07
H -5.63 -1.41 1.10
H -5.10 0.21 1.86
H -6.99 0.05 1.72
H -6.28 0.20 -0.80
H -5.77 1.54 0.18
H -4.03 -0.70 -0.78
H -4.22 0.69 -1.79
H -2.00 2.30 1.68
H 0.51 2.36 1.65
H 2.82 -2.39 -1.71
H 3.65 -3.41 -0.79
H 4.14 -2.16 1.66
H 2.92 -1.85 3.62
H 0.49 -1.62 3.74
H -0.61 -1.84 1.12
H 0.71 -2.06 -0.71
H 5.77 1.04 -0.43
H 0.55 0.08 -1.84
H -2.18 -1.28 -3.85
H -0.96 -0.05 -3.56
H -0.63 -1.72 -2.76
*
```

Calculated values
* relative energy (zero: lowest compared OMol25 entry of this formula, charge and spin): 1654.8 kJ/mol
* LUMO energy: -0.861 eV
* energy: -1638.55014 Eh
* structure (SMILES): CCCOc1ccc(-c2nc(SCc3ccccc3)[nH]c(=O)c2C#N)cc1OC
* Kohn-Sham gap: 0.28233 hartree

---

Record 4
The following is a quantum chemistry calculation of the molecule C4H5NO at a distorted geometry, from the OMol25 dataset.

```
! RIJCOSX wB97M-V def2-TZVPD def2/J DEFGRID3
* xyz 0 1
C -2.35 0.16 0.27
C -0.90 0.11 0.12
C 0.26 -0.14 -0.05
C 1.60 -0.66 -0.30
N 2.43 0.39 -0.16
O 1.86 -1.81 -0.59
H -2.75 -0.83 0.03
H -2.79 0.89 -0.43
H -2.63 0.42 1.29
H 3.44 0.32 -0.26
H 1.83 1.16 0.08
*
```

Calculated values
* relative energy (zero: lowest compared OMol25 entry of this formula, charge and spin): 148.9 kJ/mol
* LUMO energy: 0.861 eV
* energy: -285.35787 Eh
* structure (SMILES): CC#CC(N)=O
* Kohn-Sham gap: 0.39848 hartree

---

Record 5
The following is a quantum chemistry calculation of an isolated ion of composition C8H11N2O and charge +1 at a distorted geometry, from the OMol25 dataset.

```
! RIJCOSX wB97M-V def2-TZVPD def2/J DEFGRID3
* xyz 1 1
C 1.82 -1.45 -0.81
C 0.88 -1.66 -1.73
C -0.97 1.14 0.08
C 1.35 1.35 0.33
C 2.52 1.95 0.57
C 1.11 -1.07 0.37
C -0.30 -1.25 0.11
C -2.70 -0.54 0.00
N -1.25 -0.17 0.20
N 0.10 1.83 0.04
O -0.37 -1.66 -1.24
H 2.86 -1.46 -0.85
H 0.99 -1.97 -2.77
H -1.89 1.74 -0.02
H 2.65 3.13 0.46
H 3.49 1.63 0.84
H 1.77 -1.15 1.20
H -0.75 -2.15 0.72
H -2.86 -1.08 -0.92
H -2.91 -1.11 0.92
H -3.14 0.45 0.04
H 0.09 2.81 -0.09
*
```

Calculated values
* relative energy (zero: lowest compared OMol25 entry of this formula, charge and spin): 580.2 kJ/mol
* LUMO energy (spin up / spin down): -4.150 / -4.159 eV
* energy: -495.76154 Eh
* Kohn-Sham gap (spin up / spin down): 0.27746 / 0.27600 hartree

---

Record 6
The following is a quantum chemistry calculation of C16H15BeCaClF5NaO8 as an isolated structure at a distorted geometry, from the OMol25 dataset.

```
! RIJCOSX wB97M-V def2-TZVPD def2/J DEFGRID3
* xyz 0 1
O 2.72 -1.14 3.46
C 2.96 -0.35 2.40
C 4.40 -0.38 1.54
C 4.97 0.92 1.01
C 4.16 2.36 1.30
O 4.80 3.50 1.58
C 2.50 2.23 1.26
C 1.49 3.39 0.67
F 2.07 4.66 0.15
C -0.14 3.05 0.67
C -0.75 1.63 1.24
O -2.19 1.27 1.23
C 0.26 0.46 1.86
C 1.87 0.79 1.85
H 4.93 -1.43 1.34
H 5.97 0.94 0.37
H -0.88 3.84 0.22
H -2.21 0.36 0.77
H -0.13 -0.59 2.26
C -4.16 -1.13 -4.63
C -4.32 0.33 -4.23
O -4.15 0.55 -2.84
C -2.80 0.64 -2.29
O -2.07 1.51 -2.97
C -2.10 -0.77 -2.11
F -3.00 -1.71 -1.71
F -1.16 -0.73 -1.13
F -1.50 -1.26 -3.22
H -4.62 -1.80 -3.89
H -4.62 -1.31 -5.61
H -3.11 -1.40 -4.72
H -5.35 0.61 -4.45
H -3.69 0.98 -4.85
H -3.03 0.89 -1.24
Be -0.45 1.14 -4.70
C 3.29 -2.10 6.67
C 3.67 -2.90 7.90
O 4.86 -3.34 7.91
O 2.76 -3.02 8.76
H 4.12 -2.03 5.96
H 2.45 -2.58 6.16
H 3.00 -1.09 6.96
O -1.33 -3.61 -4.79
H -0.77 -3.57 -4.03
Na -4.95 1.70 -6.07
Ca -3.45 -0.54 -0.40
F 7.35 1.32 -0.63
Cl -7.65 -0.31 -5.01
*
```

Calculated values
* LUMO energy: -6.716 eV
* energy: -3033.58105 Eh
* Kohn-Sham gap: 0.04042 hartree

---

Record 7
The following is a quantum chemistry calculation of the molecule C2H4N2OS at a distorted geometry, from the OMol25 dataset.

```
! RIJCOSX wB97M-V def2-TZVPD def2/J DEFGRID3
* xyz 0 1
C 1.30 -1.27 -0.08
C -1.27 1.10 -0.73
N 0.45 -0.14 -0.02
N -0.79 0.12 -0.07
O 2.92 0.74 0.68
S 2.15 0.27 -0.47
H 1.57 -1.69 0.83
H 1.23 -1.97 -0.86
H -0.62 1.71 -1.30
H -2.32 1.47 -0.43
*
```

Calculated values
* relative energy (zero: lowest compared OMol25 entry of this formula, charge and spin): 507.2 kJ/mol
* LUMO energy: 0.566 eV
* energy: -661.39235 Eh
* Kohn-Sham gap: 0.34135 hartree

---

Record 8
The following is a quantum chemistry calculation of an isolated ion of composition C4H9N and charge -1 at a distorted geometry, from the OMol25 dataset.

```
! RIJCOSX wB97M-V def2-TZVPD def2/J DEFGRID3
* xyz -1 2
C 2.02 -1.15 0.12
N 0.63 -1.05 -0.21
C 0.06 0.27 -0.48
C -2.06 1.50 0.13
C -1.09 0.63 0.41
H 2.57 -0.40 -0.46
H 2.40 -2.16 -0.12
H 2.32 -1.09 1.17
H -0.02 -1.77 -0.01
H 0.81 1.05 -0.38
H -0.13 0.28 -1.57
H -2.89 1.64 0.81
H -2.03 2.10 -0.77
H -1.26 -0.05 1.24
*
```

Calculated values
* relative energy (zero: lowest compared OMol25 entry of this formula, charge and spin): 158.0 kJ/mol
* LUMO energy (spin up / spin down): 4.372 / 4.156 eV
* energy: -212.43132 Eh
* Kohn-Sham gap (spin up / spin down): 0.09433 / 0.27075 hartree

---

Record 9
The following is a quantum chemistry calculation of C12H26N2O10V as an isolated structure at a distorted geometry, from the OMol25 dataset.

```
! RIJCOSX wB97M-V def2-TZVPD def2/J DEFGRID3
* xyz -1 3
O -0.62 -0.72 -1.28
V -0.23 0.81 -1.01
C 2.46 1.15 -0.91
O 3.00 1.30 0.20
O 1.92 0.10 -0.78
O 1.60 2.01 -1.07
C -0.13 1.16 1.76
O -0.43 2.04 0.97
O 0.00 0.12 1.18
O 1.00 1.41 2.23
C -3.24 0.30 0.87
O -2.71 0.59 -0.48
C -3.39 1.68 -1.18
C -2.55 2.17 -2.40
N -1.17 2.58 -1.99
C -0.40 2.97 -3.12
C -0.04 1.78 -4.10
O 0.15 0.53 -3.40
C 1.07 -0.41 -4.01
H -2.88 -0.69 1.12
H -4.33 0.32 0.77
H -2.95 1.06 1.60
H -3.55 2.43 -0.41
H -4.41 1.41 -1.47
H -3.12 3.05 -2.69
H -2.55 1.25 -2.97
H -1.32 3.49 -1.59
H 0.47 3.36 -2.60
H -0.80 3.81 -3.69
H 0.88 1.95 -4.67
H -0.80 1.57 -4.85
H 0.69 -0.75 -4.98
H 1.19 -1.33 -3.44
H 2.02 0.13 -4.10
C 0.87 -4.50 2.45
C 0.82 -2.98 2.55
C 1.85 -2.45 3.60
O 1.64 -1.00 3.55
C 2.23 -0.36 4.71
N 1.36 -2.49 1.27
H 0.14 -4.92 3.14
H 1.92 -4.80 2.51
H 0.51 -4.88 1.50
H -0.16 -2.57 2.76
H 2.91 -2.66 3.56
H 1.46 -2.80 4.56
H 2.14 0.70 4.45
H 3.29 -0.57 4.84
H 1.62 -0.58 5.58
H 0.61 -2.61 0.61
H 1.97 -3.18 0.86
*
```

Calculated values
* LUMO energy (spin up / spin down): 2.538 / 2.534 eV
* energy: -2278.37049 Eh
* Kohn-Sham gap (spin up / spin down): 0.16907 / 0.21443 hartree

---

Record 10
The following is a quantum chemistry calculation of C35H34F5IN4PSTa as an isolated structure at a distorted geometry, from the OMol25 dataset.

```
! RIJCOSX wB97M-V def2-TZVPD def2/J DEFGRID3
* xyz 4 1
Ta 0.19 1.27 0.95
N -2.02 1.50 0.57
C -3.07 1.08 1.66
C -2.40 1.20 2.97
N -1.05 1.82 2.74
C -0.39 2.08 4.07
C 0.95 2.67 3.79
N 1.58 1.91 2.66
H -2.19 2.46 0.31
H -2.26 0.96 -0.29
H -3.36 0.09 1.46
H -3.98 1.66 1.52
H -2.24 0.29 3.49
H -2.94 1.89 3.66
H -1.28 2.78 2.48
H -0.37 1.12 4.59
H -1.03 2.72 4.72
H 1.62 2.82 4.67
H 0.87 3.68 3.42
H 2.15 1.16 3.17
H 2.32 2.47 2.25
I 0.44 -1.28 2.21
C -1.41 -2.36 1.89
C -1.91 -2.68 3.11
C -2.91 -3.65 3.19
C -3.40 -4.24 2.04
C -2.91 -3.83 0.76
C -3.35 -4.52 -0.42
C -2.79 -4.27 -1.60
C -1.85 -3.19 -1.72
C -1.46 -2.40 -0.65
P -0.53 -0.89 -1.08
C 0.92 -1.54 -2.00
C 0.77 -1.68 -3.40
C 1.82 -2.15 -4.12
C 3.02 -2.46 -3.49
C 3.11 -2.43 -2.10
C 2.04 -2.04 -1.32
C -1.67 0.02 -2.18
C -3.02 -0.29 -2.12
C -3.87 0.23 -3.09
C -3.40 1.11 -4.09
C -2.03 1.36 -4.14
C -1.18 0.82 -3.19
C -1.87 -2.82 0.62
H -1.42 -2.34 4.03
H -3.22 -4.02 4.14
H -4.12 -5.00 2.12
H -4.09 -5.27 -0.23
H -2.96 -4.87 -2.49
H -1.45 -2.96 -2.69
H -0.16 -1.46 -3.85
H 1.62 -2.32 -5.20
H 3.83 -2.80 -4.09
H 3.97 -2.83 -1.58
H 2.11 -2.08 -0.25
H -3.40 -1.00 -1.41
H -4.94 -0.05 -3.10
H -4.06 1.45 -4.93
H -1.57 1.97 -4.98
H -0.15 1.07 -3.40
S 3.44 1.45 -2.40
C 2.01 1.39 -1.53
N 2.04 1.07 -0.20
C 3.39 0.81 0.12
C 3.96 0.37 1.33
C 5.32 0.20 1.40
C 6.21 0.44 0.30
C 5.70 0.82 -0.88
C 4.30 0.94 -0.98
H 1.11 1.63 -2.05
H 3.34 0.04 2.18
H 5.70 -0.16 2.35
H 7.22 0.16 0.39
H 6.37 0.95 -1.70
F -0.06 2.76 -0.65
C 0.43 3.51 0.58
F -0.77 4.10 1.02
C 1.44 4.69 0.24
F 0.88 5.60 -0.52
F 2.45 4.12 -0.44
F 1.87 5.21 1.37
*
```

Calculated values
* relative energy (zero: lowest compared OMol25 entry of this formula, charge and spin): 0.0 kJ/mol
* LUMO energy: -13.765 eV
* energy: -3165.27285 Eh
* Kohn-Sham gap: 0.18323 hartree

---

Record 11
The following is a quantum chemistry calculation of a 13-piece molecular cluster, C19H12Cl48OSi2 overall at a distorted geometry, from the OMol25 dataset.

```
! RIJCOSX wB97M-V def2-TZVPD def2/J DEFGRID3
* xyz 0 1
Si 5.69 0.01 -0.65
O 4.77 1.38 -0.28
Si 3.73 1.72 -1.58
C 2.05 2.35 -0.92
C 1.04 1.20 -1.05
C 0.85 0.53 -2.22
C -0.03 -0.52 -2.32
C -0.72 -0.88 -1.20
C -0.55 -0.20 -0.03
C 0.33 0.85 0.07
H 6.88 -0.08 0.19
H 4.86 -1.19 -0.43
H 6.12 -0.02 -2.06
H 4.33 2.65 -2.55
H 3.59 0.43 -2.30
H 2.22 2.56 0.14
H 1.71 3.24 -1.47
H 1.42 0.79 -3.12
H -0.15 -1.06 -3.28
H -1.40 -1.73 -1.20
H -1.12 -0.49 0.85
H 0.49 1.40 1.00
C -4.68 0.00 -2.04
Cl -4.84 1.70 -2.49
Cl -3.15 -0.19 -1.16
Cl -6.04 -0.48 -1.02
Cl -4.66 -0.99 -3.50
C -6.03 -2.71 2.83
Cl -7.04 -3.98 2.13
Cl -4.91 -3.45 3.99
Cl -5.17 -1.87 1.54
Cl -7.06 -1.54 3.67
C 0.70 -4.33 -3.57
Cl -0.93 -4.73 -3.02
Cl 1.05 -2.63 -3.15
Cl 1.87 -5.39 -2.77
Cl 0.80 -4.54 -5.32
C 3.56 -1.92 -7.22
Cl 3.46 -0.32 -7.97
Cl 5.19 -2.18 -6.59
Cl 2.39 -2.03 -5.90
Cl 3.19 -3.16 -8.43
C -10.13 1.26 4.25
Cl -11.56 2.05 4.93
Cl -10.46 -0.46 4.03
Cl -9.73 1.99 2.69
Cl -8.76 1.45 5.36
C -3.65 5.64 -2.41
Cl -5.30 5.30 -1.85
Cl -3.18 7.27 -1.91
Cl -2.53 4.46 -1.71
Cl -3.60 5.52 -4.17
C 3.40 5.85 -3.64
Cl 3.65 4.33 -4.51
Cl 4.20 5.76 -2.07
Cl 4.07 7.18 -4.58
Cl 1.66 6.10 -3.40
C 2.08 9.77 -1.93
Cl 0.47 9.24 -1.42
Cl 2.32 11.46 -1.46
Cl 3.30 8.75 -1.14
Cl 2.23 9.61 -3.68
C -1.38 -5.40 2.40
Cl -1.07 -3.82 1.68
Cl 0.11 -6.04 3.10
Cl -2.60 -5.25 3.67
Cl -1.97 -6.51 1.15
C -2.20 -4.13 7.84
Cl -2.42 -5.28 9.16
Cl -0.87 -4.67 6.81
Cl -3.70 -4.03 6.89
Cl -1.83 -2.53 8.50
C 1.12 -9.21 5.94
Cl 0.09 -10.46 5.24
Cl 2.18 -9.93 7.16
Cl 2.10 -8.48 4.66
Cl 0.11 -7.97 6.70
C 8.00 2.59 2.41
Cl 7.83 1.80 3.98
Cl 8.12 4.34 2.65
Cl 9.47 2.01 1.62
Cl 6.60 2.22 1.40
*
```

Calculated values
* LUMO energy: -0.021 eV
* energy: -23474.46018 Eh
* Kohn-Sham gap: 0.33344 hartree

---

Record 12
The following is a quantum chemistry calculation of C12H11BINO4S as an isolated structure at a distorted geometry, from the OMol25 dataset.

```
! RIJCOSX wB97M-V def2-TZVPD def2/J DEFGRID3
* xyz 0 1
O -1.63 -0.06 -0.17
O -0.68 -0.55 2.22
I -1.85 -7.05 -0.34
O -1.36 4.94 -0.65
O 0.17 5.35 1.17
B -0.28 4.55 0.12
C 2.56 2.48 -1.29
C -0.70 -4.46 -0.94
C -1.40 -4.57 1.36
C 1.68 3.48 -0.92
C 2.20 1.19 -1.00
C 0.22 1.90 0.16
C -0.41 -3.11 -0.73
C -1.22 -3.24 1.54
C -1.26 -5.15 0.12
C 0.51 3.20 -0.21
C 1.05 0.86 -0.24
C -0.76 -2.51 0.47
N 0.88 -0.47 0.15
S -0.66 -0.77 0.74
H -1.60 4.58 -1.53
H -0.47 6.08 1.13
H 3.51 2.70 -1.78
H -0.55 -4.91 -1.89
H -1.77 -5.19 2.19
H 1.87 4.50 -1.21
H 2.81 0.36 -1.24
H -0.62 1.68 0.79
H 0.02 -2.49 -1.52
H -1.51 -2.76 2.46
H 1.23 -0.58 1.08
*
```

Calculated values
* LUMO energy: 0.142 eV
* energy: -1540.38213 Eh
* Kohn-Sham gap: 0.34126 hartree

---

Record 13
The following is a quantum chemistry calculation of C12H24CsO6S3 as an isolated structure at a distorted geometry, from the OMol25 dataset.

```
! RIJCOSX wB97M-V def2-TZVPD def2/J DEFGRID3
* xyz 1 1
Cs 0.87 -1.97 1.32
C -0.66 1.17 5.91
C -2.14 0.92 5.74
C -2.43 0.44 4.32
S -1.32 1.32 3.19
O -1.92 2.53 2.62
O -0.70 0.43 2.19
C -0.03 1.65 4.56
H -0.12 0.29 6.25
H -0.47 1.88 6.72
H -2.63 1.86 5.98
H -2.56 0.14 6.38
H -3.44 0.54 3.93
H -2.34 -0.65 4.25
H 0.31 2.67 4.36
H 0.77 0.95 4.29
C -1.47 2.67 -0.97
C -0.90 2.46 -2.36
C -0.38 1.04 -2.52
S -1.63 0.00 -1.55
O -0.88 -1.03 -0.83
O -2.63 -0.41 -2.57
C -2.37 1.45 -0.58
H -1.90 3.65 -0.78
H -0.62 2.68 -0.29
H -0.18 3.24 -2.63
H -1.69 2.67 -3.08
H 0.59 0.93 -2.03
H -0.38 0.52 -3.48
H -2.44 1.25 0.49
H -3.39 1.48 -0.96
C 2.19 -1.53 -2.36
C 3.57 -2.08 -2.40
C 3.83 -2.72 -3.77
S 2.23 -3.48 -4.33
O 2.12 -4.91 -3.92
O 1.95 -3.15 -5.75
C 1.25 -2.48 -3.10
H 2.23 -0.56 -2.85
H 1.84 -1.23 -1.37
H 3.74 -2.82 -1.61
H 4.34 -1.33 -2.20
H 4.58 -3.51 -3.76
H 3.95 -1.86 -4.43
H 0.81 -3.14 -2.35
H 0.45 -1.98 -3.66
*
```

Calculated values
* relative energy (zero: lowest compared OMol25 entry of this formula, charge and spin): 146.6 kJ/mol
* LUMO energy: -3.290 eV
* energy: -2137.51821 Eh
* Kohn-Sham gap: 0.33820 hartree